No. 1
ORCA calculation (wB97M-V/def2-TZVPD) on a molecular structure, C6H15CsN in a non-equilibrium geometry.

Summary:
Net charge: +1
Energy relative to the best compared isomer or geometry (same formula, charge and spin) (kJ/mol): 104.31
LUMO (eV): -4.2144
Frontier orbital gap (Eh): 0.2136

Last column: Löwdin charge in e.
Geometry (Å):
1 Cs -4.122 -7.627 -6.081  0.999
2 N 0.223 0.414 0.191  -0.177
3 C -0.459 -1.744 -1.000  -0.087
4 C 0.494 -0.311 1.448  -0.244
5 C -0.870 -0.338 -0.475  -0.250
6 C -0.126 1.780 0.504  -0.284
7 C 1.944 0.018 1.976  -0.074
8 C 0.054 2.659 -0.732  -0.089
9 H -0.087 3.707 -0.467  0.072
10 H -1.191 0.212 -1.359  0.101
11 H 0.430 2.246 1.318  0.112
12 H -1.257 -2.158 -1.617  0.061
13 H 0.355 -1.603 -1.710  0.072
14 H 0.451 -1.398 1.396  0.089
15 H 2.722 -0.550 1.466  0.063
16 H 2.240 1.050 1.786  0.056
17 H -1.739 -0.488 0.167  0.109
18 H -0.610 2.384 -1.551  0.058
19 H -0.163 -2.387 -0.172  0.053
20 H 1.046 2.499 -1.156  0.074
21 H -1.169 1.868 0.808  0.112
22 H -0.242 -0.074 2.217  0.108
23 H 2.078 -0.160 3.043  0.065

Cartesian forces, eV/Å:
0.002 0.001 0.001
-0.274 -2.284 0.961
0.332 1.287 -0.064
2.063 0.493 0.851
0.410 -0.217 -0.891
-0.672 0.984 -1.189
-0.397 0.064 -0.322
0.252 -0.161 -0.141
-0.016 0.020 -0.206
-0.107 0.261 0.126
0.416 -0.633 0.022
-0.278 -0.178 0.441
0.367 -0.152 0.255
-0.086 0.128 -0.629
-0.255 -0.313 -0.172
-0.348 0.166 0.079
-0.244 0.308 0.384
-0.341 0.107 0.170
-0.111 -0.250 -0.408
0.216 0.227 0.251
-0.429 -0.162 0.265
-0.242 0.379 0.178
-0.258 -0.075 0.040

No. 2
ORCA calculation (wB97M-V/def2-TZVPD) on a molecular structure, C3H7FN4 in a non-equilibrium geometry.

Summary:
Energy relative to the best compared isomer or geometry (same formula, charge and spin) (kJ/mol): 313.62
LUMO (eV): 0.4911
Frontier orbital gap (Eh): 0.3108

Last column: Löwdin charge in e.
Geometry (Å):
1 F 1.734 0.126 1.666  0.022
2 N -0.671 -2.117 0.239  -0.044
3 N -0.207 0.584 -1.341  0.099
4 N 1.204 2.059 -0.247  0.063
5 N -1.710 -1.224 -0.110  -0.048
6 C 0.410 -1.564 0.591  -0.137
7 C 0.824 -0.142 0.698  -0.256
8 C 0.556 0.820 -0.185  -0.460
9 H -0.953 -0.042 -1.260  -0.002
10 H 1.194 -2.261 0.837  0.106
11 H 0.182 2.770 0.116  0.236
12 H 1.947 2.073 0.460  0.069
13 H -0.210 1.437 -2.005  0.136
14 H -2.553 -1.856 -0.220  0.113
15 H -1.747 -0.664 0.763  0.103

Cartesian forces, eV/Å:
0.358 -0.034 0.540
-0.035 -0.209 -1.000
2.296 3.679 -0.557
-3.913 2.623 1.915
-1.181 -1.379 1.246
1.309 0.778 0.459
-1.048 -1.404 -0.148
-0.310 -0.526 -2.785
-1.548 -0.948 -0.164
0.261 -0.226 0.315
4.568 -2.108 -1.192
-0.650 0.503 0.028
-0.266 -2.280 1.691
1.149 1.388 0.506
-0.990 0.144 -0.854

No. 3
ORCA calculation (wB97M-V/def2-TZVPD) on a molecular structure, C45H49Cl3FN6O5SSr in a non-equilibrium geometry.

Summary:
Net charge: -1
Energy relative to the best compared isomer or geometry (same formula, charge and spin) (kJ/mol): 0.00
LUMO (eV): 2.0801
Frontier orbital gap (Eh): 0.2389

Last column: Löwdin charge in e.
Geometry (Å):
1 Sr -1.245 1.952 1.068  1.519
2 Cl 4.393 -6.676 -5.550  0.657
3 Cl 2.705 -1.754 -4.291  0.770
4 Cl 6.491 -0.557 -3.426  0.657
5 S 4.551 1.694 -3.669  0.989
6 F -3.530 2.386 0.654  -0.112
7 O -0.135 1.532 3.061  -0.247
8 O -0.905 3.302 -0.804  -0.207
9 O 4.908 -2.072 -0.833  -0.088
10 O 1.456 2.241 4.493  0.008
11 O 0.582 4.378 -2.121  0.009
12 N 2.445 -1.824 0.672  -0.058
13 N 0.814 3.082 1.145  -0.009
14 N -2.343 0.027 -0.203  -0.055
15 N -3.167 0.777 3.004  0.001
16 N 2.100 0.282 1.258  0.087
17 N -1.864 4.169 2.449  -0.033
18 C -0.778 -2.240 -2.668  -0.055
19 C -2.972 -3.701 1.697  -0.075
20 C 1.239 3.749 0.076  -0.186
21 C -5.675 1.577 0.173  -0.046
22 C -1.320 -1.090 -2.102  -0.141
23 C -2.263 -2.388 1.366  -0.372
24 C 5.259 0.431 -2.751  -0.992
25 C 3.579 -4.241 -4.723  -0.128
26 C 1.556 2.976 2.243  -0.214
27 C 2.762 -0.368 2.273  -0.115
28 C 2.689 -2.895 -0.272  -0.046
29 C 0.223 3.821 -1.086  -0.642
30 C -6.534 0.602 -0.333  -0.133
31 C 0.079 0.721 -3.130  -0.054
32 C -3.873 1.646 3.950  -0.250
33 C 5.133 -0.700 -0.471  -0.131
34 C 3.821 -3.429 -2.450  -0.171
35 C -5.966 -0.556 -0.845  -0.120
36 C -2.885 2.556 4.696  -0.188
37 C -1.189 -3.466 -0.654  -0.058
38 C 3.411 -3.248 -3.767  -0.558
39 C 3.004 -1.664 1.917  -0.069
40 C 4.181 -5.428 -4.356  -0.665
41 C 3.270 4.261 1.208  -0.046
42 C 4.439 -4.634 -2.127  -0.010
43 C 4.728 0.320 -1.501  -0.320
44 C -1.143 -2.113 2.376  -0.051
45 C -0.714 -3.428 -1.958  -0.107
46 C 4.625 -5.637 -3.062  -0.096
47 C -1.736 -2.337 -0.054  -0.147
48 C -1.342 0.207 -2.888  -0.362
49 C -2.114 0.063 -4.201  -0.060
50 C 3.632 -2.393 -1.371  -0.297
51 C -3.170 4.051 4.548  -0.204
52 C 3.712 1.306 -1.292  -0.134
53 C -4.324 1.368 0.156  -0.226
54 C 1.885 -0.635 0.345  -0.166
55 C -4.594 -0.757 -0.840  -0.024
56 C 2.802 3.577 2.323  -0.002
57 C -3.679 0.194 -0.311  -0.285
58 C 3.506 2.103 -2.372  -0.390
59 C -1.816 -1.134 -0.786  -0.218
60 C -3.098 4.585 3.121  -0.267
61 C 2.486 4.355 0.064  -0.018
62 C 0.917 2.169 3.389  -0.664
63 H -3.111 -0.342 -4.022  0.077
64 H 6.208 -0.650 -0.294  0.129
65 H -2.265 -4.530 1.789  0.068
66 H 3.180 -1.499 -1.802  0.101
67 H -2.450 0.239 3.481  0.066
68 H 2.803 4.886 -0.823  0.113
69 H -1.848 0.950 -2.274  0.117
70 H 1.751 -3.227 -0.715  0.122
71 H -4.472 1.079 4.673  0.103
72 H -2.994 -1.582 1.448  0.101
73 H -3.703 -3.960 0.930  0.081
74 H -1.595 -0.600 -4.900  0.070
75 H 4.795 -4.776 -1.114  0.124
76 H 0.063 1.649 -3.704  0.088
77 H -3.808 0.130 2.557  0.069
78 H -3.492 -3.613 2.654  0.075
79 H -7.604 0.755 -0.332  0.084
80 H -6.605 -1.329 -1.256  0.093
81 H 0.680 -0.015 -3.672  0.029
82 H 4.625 -0.464 0.467  0.102
83 H 0.576 0.940 -2.181  0.063
84 H 3.028 0.143 3.184  0.107
85 H -0.407 -2.205 -3.686  0.094
86 H -2.223 1.038 -4.682  0.078
87 H -2.885 2.313 5.761  0.107
88 H -6.051 2.512 0.570  0.112
89 H -1.513 -2.203 3.402  0.079
90 H -3.204 5.676 3.160  0.106
91 H -1.880 2.338 4.331  0.080
92 H 3.145 -3.725 0.270  0.133
93 H -0.721 -1.112 2.263  0.061
94 H 3.523 -2.467 2.411  0.118
95 H -3.936 4.206 2.532  0.097
96 H -4.166 4.284 4.940  0.109
97 H 4.246 4.731 1.233  0.103
98 H 5.110 -6.566 -2.797  0.105
99 H -0.298 -4.320 -2.414  0.095
100 H -1.718 4.711 1.602  0.079
101 H -1.056 4.324 3.044  0.085
102 H 1.384 -0.481 -0.602  0.134
103 H 3.164 1.403 -0.364  0.086
104 H 3.245 -4.078 -5.738  0.104
105 H -4.187 -1.678 -1.239  0.108
106 H -2.456 4.604 5.167  0.109
107 H -1.141 -4.397 -0.099  0.102
108 H 3.369 3.493 3.239  0.113
109 H -4.580 2.246 3.370  0.099
110 H -0.332 -2.836 2.250  0.079
111 H 2.797 2.910 -2.478  0.059

Cartesian forces, eV/Å:
-1.461 -1.724 0.193
0.000 -0.001 0.000
-0.019 -0.002 0.012
0.036 -0.044 -0.009
-0.036 -0.079 -0.025
-0.891 0.150 -0.343
0.821 0.044 0.972
0.551 0.637 -0.813
-0.005 0.054 -0.133
0.073 -0.068 -0.009
0.177 -0.074 -0.130
-0.200 -0.082 0.083
1.284 0.799 0.086
-0.324 0.103 0.012
0.134 0.030 0.086
-0.504 -0.470 0.205
-0.023 0.240 -0.011
0.049 -0.028 -0.001
0.026 0.006 0.002
-0.051 0.051 0.116
-0.036 0.043 -0.039
0.084 0.061 0.030
0.026 0.033 0.010
-0.041 0.050 -0.037
-0.019 0.014 -0.033
-0.101 0.049 -0.042
0.106 0.095 -0.063
0.068 0.016 -0.045
-0.161 0.062 0.225
0.011 -0.036 -0.016
-0.078 -0.008 -0.029
0.019 0.009 -0.049
-0.060 0.058 0.061
-0.004 -0.022 0.047
-0.002 0.026 0.009
-0.034 0.019 -0.069
0.086 -0.009 0.037
0.078 -0.040 0.026
0.053 -0.019 0.042
-0.001 0.016 0.010
-0.004 0.024 -0.018
-0.029 -0.007 -0.001
-0.060 -0.140 0.018
-0.023 0.009 -0.018
0.021 0.017 0.033
0.033 -0.008 0.021
-0.085 -0.051 -0.058
0.001 -0.006 -0.018
0.023 0.013 0.017
0.063 0.111 0.087
0.013 -0.041 -0.009
0.065 0.073 -0.061
-0.086 -0.111 -0.005
0.197 0.161 -0.121
-0.007 0.004 -0.012
0.036 0.014 -0.024
0.009 -0.154 0.085
0.081 0.026 -0.009
0.085 0.005 -0.020
-0.024 -0.066 0.008
0.016 -0.008 0.010
-0.001 -0.024 0.003
0.004 0.003 -0.007
0.017 -0.011 -0.015
-0.007 0.002 -0.014
-0.007 -0.005 -0.100
-0.019 -0.002 0.008
0.024 0.007 0.020
-0.045 -0.001 -0.012
-0.097 -0.007 0.017
-0.018 -0.009 0.009
-0.002 -0.040 0.013
-0.009 0.006 0.011
-0.011 -0.010 0.001
0.006 -0.010 -0.010
0.001 0.031 0.035
0.022 -0.001 -0.016
0.004 -0.007 0.000
0.004 0.004 -0.001
0.011 -0.008 -0.003
-0.028 0.038 0.033
0.059 -0.006 -0.043
0.037 0.002 -0.024
-0.033 -0.017 0.018
0.042 0.007 -0.026
0.021 -0.008 -0.009
0.004 -0.007 0.002
0.026 0.009 -0.004
-0.004 0.006 0.000
-0.012 0.013 -0.020
0.009 -0.006 0.027
-0.026 -0.028 -0.040
0.039 0.013 -0.046
-0.012 0.003 0.001
0.011 -0.014 -0.006
0.011 0.020 0.025
0.003 -0.005 -0.007
-0.008 0.000 0.001
-0.012 0.008 -0.011
0.011 0.089 0.010
-0.009 0.035 0.011
0.004 -0.039 0.043
0.094 0.075 -0.100
0.014 -0.004 0.001
-0.016 0.013 -0.008
0.002 0.001 -0.004
-0.001 0.015 -0.004
0.002 0.006 -0.004
-0.004 0.000 -0.004
0.014 -0.001 0.003
-0.070 0.044 -0.025

No. 4
ORCA calculation (wB97M-V/def2-TZVPD) on a molecular structure, C14H40F6N12O22PS4 in a non-equilibrium geometry.

Summary:
Net charge: -1
LUMO (eV): 1.3627
Frontier orbital gap (Eh): 0.3373

Last column: Löwdin charge in e.
Geometry (Å):
1 S 5.319 -0.227 4.433  0.587
2 S -5.892 -3.374 -2.293  0.595
3 S -0.607 -3.901 -4.983  0.607
4 S -3.579 1.713 -3.260  0.593
5 P 0.174 -0.275 0.112  0.201
6 F -0.793 0.897 0.753  -0.190
7 F -0.207 0.329 -1.340  -0.139
8 F -0.999 -1.389 0.089  -0.156
9 F 0.488 -0.696 1.639  -0.141
10 F 1.381 0.829 0.154  -0.183
11 F 1.169 -1.369 -0.475  -0.113
12 O 6.374 -1.839 -2.190  0.019
13 O -1.644 -3.544 -3.823  -0.169
14 O -1.902 1.205 4.137  0.026
15 O -6.185 -3.939 -0.811  -0.194
16 O 0.308 -4.877 -4.504  -0.225
17 O -2.013 -4.814 0.488  0.031
18 O -2.545 0.854 -3.727  -0.215
19 O 0.252 5.408 3.236  0.009
20 O 4.434 2.455 -0.383  -0.020
21 O -1.280 -4.121 -6.207  -0.217
22 O 6.018 0.051 3.029  -0.187
23 O 4.007 0.608 4.089  -0.189
24 O 3.097 3.722 -3.615  0.022
25 O -2.928 3.013 -2.590  -0.184
26 O 5.994 0.369 5.518  -0.211
27 O -4.608 2.096 -4.147  -0.201
28 O 4.984 -1.611 4.484  -0.226
29 O 0.131 -2.474 -5.029  -0.171
30 O -4.783 -2.344 -1.799  -0.196
31 O -5.321 -4.415 -3.062  -0.201
32 O -7.003 -2.635 -2.755  -0.212
33 O -4.189 1.146 -1.910  -0.179
34 N -2.978 0.212 2.400  0.171
35 N 0.990 3.570 -2.750  0.153
36 N 2.620 3.354 0.571  0.182
37 N 4.592 4.586 0.409  0.173
38 N 2.433 1.800 -2.580  0.177
39 N -4.168 0.981 4.230  0.140
40 N 4.403 -1.430 -1.119  0.157
41 N 5.685 0.310 -1.935  0.156
42 N -0.086 3.272 2.508  0.159
43 N -2.421 -5.425 2.634  0.148
44 N -1.900 -3.239 2.122  0.175
45 N 0.553 3.673 4.668  0.158
46 C -1.349 -2.288 -3.243  -0.183
47 C -5.056 -3.751 0.042  -0.151
48 C -0.009 -1.808 -3.781  -0.167
49 C 3.919 3.422 0.170  -0.646
50 C -2.072 -4.511 1.669  -0.673
51 C -2.484 2.702 -1.262  -0.141
52 C -3.292 1.460 -0.837  -0.169
53 C -3.987 -3.029 -0.820  -0.178
54 C 2.248 3.071 -3.029  -0.677
55 C -2.931 0.826 3.609  -0.664
56 C 3.639 0.249 2.753  -0.156
57 C 5.562 -1.047 -1.744  -0.674
58 C 0.230 4.210 3.451  -0.695
59 C 4.996 0.130 2.014  -0.138
60 H 3.366 1.438 -2.530  0.077
61 H -2.732 0.586 -0.510  0.090
62 H 5.559 4.546 0.148  0.108
63 H -4.203 1.714 4.915  0.097
64 H -1.423 2.493 -1.355  0.091
65 H -2.675 -6.335 2.299  0.099
66 H 0.659 2.683 4.803  0.093
67 H 0.063 -0.729 -3.894  0.125
68 H -0.251 3.708 1.621  0.090
69 H 5.210 0.967 -1.342  0.028
70 H -4.639 -4.733 0.260  0.121
71 H 2.068 4.071 1.001  0.088
72 H 4.163 5.273 0.998  0.099
73 H 3.751 -0.744 -0.781  0.070
74 H 2.233 2.479 0.249  0.053
75 H 4.149 -2.399 -1.108  0.105
76 H -3.835 -0.024 1.938  0.093
77 H -2.141 -2.930 3.044  0.098
78 H -4.968 0.767 3.661  0.081
79 H -1.568 -2.567 1.447  0.055
80 H 0.662 4.275 5.459  0.097
81 H 3.133 -0.716 2.724  0.122
82 H 0.757 -2.050 -3.037  0.121
83 H -0.070 2.284 2.695  0.071
84 H 0.581 3.266 -1.885  0.062
85 H 0.701 4.428 -3.178  0.097
86 H -3.942 1.632 0.023  0.119
87 H -2.743 3.489 -0.561  0.133
88 H 5.165 1.013 1.394  0.105
89 H -2.219 -5.283 3.605  0.090
90 H 1.609 1.297 -2.303  0.063
91 H -3.428 -2.282 -0.265  0.106
92 H -2.087 0.138 1.926  0.058
93 H -5.340 -3.173 0.916  0.126
94 H -2.187 -1.608 -3.422  0.114
95 H 5.122 -0.721 1.346  0.115
96 H 3.016 1.043 2.359  0.111
97 H 6.318 0.598 -2.656  0.103
98 H -1.336 -2.305 -2.150  0.108
99 H -3.294 -3.740 -1.261  0.109

Cartesian forces, eV/Å:
-0.603 -0.600 -0.764
0.104 0.297 1.037
0.525 0.212 0.367
0.363 0.027 -0.207
0.877 0.962 0.994
-0.498 -0.296 -0.223
-0.265 -0.894 -0.226
-0.665 0.753 -0.449
0.332 -0.214 -0.172
0.272 -0.453 0.160
0.174 0.167 -0.275
-0.152 -0.168 0.064
0.352 -0.435 -0.390
0.169 -0.048 -0.138
-0.437 0.246 -0.414
-0.018 -0.063 0.105
0.074 0.036 0.028
0.147 -0.035 0.253
-0.167 0.311 -0.305
0.431 -0.026 0.045
-0.182 0.159 -0.134
0.182 0.311 0.626
-0.006 -0.057 0.538
-0.100 -0.124 -0.024
-0.528 0.160 -0.072
0.348 0.489 -0.018
-0.255 0.199 0.179
-0.011 -0.048 0.105
-0.125 -0.314 -0.279
0.179 -0.019 -0.612
0.178 -0.193 -0.250
-0.261 0.040 -0.080
0.069 -0.004 -0.342
0.511 -0.231 0.021
-0.092 -0.606 0.035
0.561 -0.551 -0.391
-0.480 -0.928 -0.282
-0.572 0.463 -0.165
0.695 -0.479 -0.568
0.170 0.234 0.431
-0.273 -0.530 0.267
0.264 1.063 0.114
-0.141 0.049 -0.125
0.186 0.143 -0.341
0.058 -0.093 0.042
-0.959 1.689 1.087
1.165 -0.452 -0.583
-0.074 0.122 1.006
-0.348 0.548 0.213
-0.468 0.003 0.264
-0.028 -0.804 -0.118
-0.618 -0.663 1.029
-0.349 0.018 0.469
0.500 0.453 -0.190
-0.657 0.404 0.669
0.422 -0.498 -0.594
-0.019 0.157 -0.842
0.308 -0.874 0.773
0.051 0.444 -0.764
-0.018 -0.202 -0.025
0.449 0.073 -0.761
0.100 0.476 0.255
-0.202 0.011 0.028
0.048 0.007 0.504
0.190 -0.124 0.102
-0.226 0.034 0.017
-0.360 -0.038 -0.474
-0.178 -0.662 -0.339
0.026 0.410 -0.105
-0.223 0.077 0.545
0.094 0.090 0.020
0.429 0.278 0.003
-0.199 -0.095 -0.167
-0.610 0.222 0.344
0.109 -0.050 0.092
0.035 -0.032 -0.032
0.071 -0.104 0.044
-0.284 0.345 0.304
0.056 -0.034 0.223
0.099 0.150 -0.069
-0.252 0.138 0.254
0.314 -0.504 -0.516
-0.300 -0.017 -0.315
-0.260 0.192 -0.086
0.149 0.184 0.158
-0.035 0.534 -0.146
0.318 0.459 -0.399
0.270 0.093 0.338
0.004 -0.044 0.003
0.351 -0.394 0.174
-0.024 0.047 -0.025
-0.320 -0.030 -0.119
-0.180 -0.118 0.058
0.181 -0.027 -0.695
-0.401 -0.227 0.284
-0.026 -0.012 -0.022
0.242 0.152 0.246
0.324 -0.766 -0.058
-0.076 0.051 -0.225

No. 5
ORCA calculation (wB97M-V/def2-TZVPD) on 5 unconnected molecules or ions with the total composition H10O5 in a non-equilibrium geometry.

Summary:
Energy relative to the best compared isomer or geometry (same formula, charge and spin) (kJ/mol): 116.93
LUMO (eV): 0.1507
Frontier orbital gap (Eh): 0.4078

Last column: Löwdin charge in e.
Geometry (Å):
1 O 7.633 23.698 -5.712  0.006
2 O 12.957 20.841 -6.359  -0.043
3 O 9.514 21.789 -4.902  -0.037
4 O 9.373 21.757 -9.139  -0.091
5 O 10.971 22.747 -7.181  0.003
6 H 9.926 22.188 -8.475  -0.038
7 H 10.525 22.605 -6.398  -0.025
8 H 8.469 22.159 -9.014  0.052
9 H 7.241 23.389 -6.483  0.004
10 H 12.450 21.616 -6.517  -0.035
11 H 13.118 20.454 -7.213  0.032
12 H 10.902 23.677 -7.304  0.072
13 H 8.179 23.063 -5.338  -0.056
14 H 9.984 20.988 -4.653  0.079
15 H 9.805 22.513 -4.330  0.077

Cartesian forces, eV/Å:
-0.518 3.402 1.149
0.723 -1.019 0.972
0.066 0.513 -0.112
-1.861 0.554 -0.154
1.785 -0.030 -2.322
0.113 -0.107 0.133
-1.888 -1.023 2.893
1.519 -0.706 -0.276
-0.890 -1.137 -1.930
-0.676 1.106 -0.532
0.020 -0.158 -0.469
0.171 1.345 -0.384
1.128 -2.249 0.601
0.123 0.017 0.157
0.185 -0.508 0.272

Number 1: total energy -8497.0623 eV. Number 2: total energy -11899.4130 eV. Number 3: total energy -118602.5317 eV. Number 4: total energy -147041.1410 eV. Number 5: total energy -10399.6376 eV.